Arrangement a

Formula: C7H14
Source: OMol25
Level of theory: wB97M-V/def2-TZVPD

XYZ file:
```
21
C7H14 (wB97M-V/def2-TZVPD)
C -0.425 -0.866 -1.904
C 0.790 -0.801 -1.010
C 1.359 -2.117 -0.548
C 1.363 0.359 -0.697
C -0.500 1.545 1.348
C -0.695 2.743 0.805
C -1.402 0.368 1.142
H -0.129 -1.049 -2.943
H -1.100 -1.681 -1.611
H -0.993 0.070 -1.877
H -0.833 -0.516 0.837
H 0.576 -2.807 -0.209
H 1.880 -2.610 -1.379
H 2.075 -1.981 0.268
H 2.241 0.409 -0.058
H 0.964 1.303 -1.053
H 0.352 1.392 2.012
H -0.048 3.584 1.031
H -1.514 2.919 0.109
H -2.151 0.577 0.370
H -1.923 0.126 2.075
```

- Net charge: 0
- SMILES string: C=C(C)C.C=CC

***

Arrangement b

Formula: C7H14
Source: OMol25
Level of theory: wB97M-V/def2-TZVPD

XYZ file:
```
21
C7H14 (wB97M-V/def2-TZVPD)
C 1.535 0.987 0.191
C 0.164 1.228 -0.445
C 0.318 1.709 -1.889
C -0.735 -0.018 -0.392
C -0.781 -0.694 0.963
C -1.407 -2.050 1.116
C 0.083 -1.894 1.233
H 2.003 0.084 -0.221
H 2.208 1.831 -0.001
H 1.459 0.854 1.275
H -0.339 2.023 0.127
H 0.817 2.684 -1.932
H 0.923 0.999 -2.467
H -0.653 1.805 -2.389
H -1.750 0.269 -0.701
H -0.382 -0.747 -1.138
H -0.925 -0.013 1.802
H -1.972 -2.255 2.021
H -1.802 -2.532 0.225
H 0.691 -2.264 0.410
H 0.544 -2.006 2.211
```

- Net charge: 0
- SMILES string: CC(C)CC1CC1

***

Arrangement c

Formula: C7H14
Source: OMol25
Level of theory: wB97M-V/def2-TZVPD

XYZ file:
```
21
C7H14 (wB97M-V/def2-TZVPD)
C 1.706 0.340 1.140
C 0.224 0.235 1.523
C -0.244 1.597 1.973
C -1.035 -0.840 0.233
C -0.366 -1.197 -1.050
C -1.014 -0.824 -2.336
C 0.268 -0.108 -2.127
H 2.076 1.348 0.868
H 2.287 0.013 2.013
H 1.919 -0.303 0.289
H -0.006 -0.597 2.132
H 0.514 2.098 2.683
H -0.371 2.009 0.574
H -1.199 1.597 2.543
H -1.498 -1.761 0.695
H -1.851 -0.155 0.008
H 0.196 -2.157 -1.008
H -1.158 -1.565 -3.100
H -1.881 -0.174 -2.204
H 0.244 0.984 -2.347
H 1.189 -0.538 -2.504
```

- Net charge: 0

***

Arrangement d

Formula: C7H14
Source: OMol25
Level of theory: wB97M-V/def2-TZVPD

XYZ file:
```
21
C7H14 (wB97M-V/def2-TZVPD)
C 1.035 -0.122 1.619
C 1.426 0.286 0.193
C 1.593 -1.015 -0.583
C 0.042 1.237 -0.816
C -1.215 0.675 -0.223
C -2.043 -0.362 -0.853
C -1.378 -0.961 0.316
H 1.514 -1.021 2.050
H 1.067 0.673 2.373
H 0.008 -0.499 1.401
H 2.202 1.023 0.125
H 2.060 -1.874 -0.067
H 0.565 -1.327 -0.706
H 2.050 -0.884 -1.560
H 0.047 2.365 -0.801
H 0.131 1.027 -1.906
H -1.712 1.395 0.441
H -3.109 -0.300 -0.784
H -1.615 -0.701 -1.791
H -0.863 -1.913 0.105
H -1.916 -1.106 1.252
```

- Net charge: 0

***

Most stable structure, least stable structure: arrangement b, arrangement c.

***

Arrangement a

Formula: C7H14
Source: OMol25
Level of theory: wB97M-V/def2-TZVPD

XYZ file:
```
21
C7H14 (wB97M-V/def2-TZVPD)
C -0.414 -0.435 2.364
C -1.719 -0.511 1.623
C -2.112 0.369 0.708
C 0.294 0.720 -1.793
C 1.360 1.705 -1.407
C 0.240 -0.574 -1.478
C 1.233 -1.356 -0.666
H 0.292 0.225 1.846
H -0.561 -0.044 3.378
H 0.050 -1.423 2.464
H -2.376 -1.345 1.874
H -3.068 0.284 0.199
H -1.477 1.206 0.423
H -0.522 1.125 -2.393
H 2.021 1.321 -0.624
H 1.985 1.962 -2.271
H 0.916 2.640 -1.045
H -0.616 -1.145 -1.838
H 0.716 -2.042 0.015
H 1.885 -0.715 -0.065
H 1.875 -1.967 -1.314
```

- Net charge: 0
- SMILES string: C/C=C\C.C=CC

***

Arrangement b

Formula: C7H14
Source: OMol25
Level of theory: wB97M-V/def2-TZVPD

XYZ file:
```
21
C7H14 (wB97M-V/def2-TZVPD)
C -1.162 1.054 -0.931
C -1.163 -0.141 0.023
C -2.524 -0.845 -0.195
C 0.131 -0.997 -0.076
C 1.400 -0.313 0.511
C 2.739 -0.110 -0.173
C 1.928 1.083 0.234
H -1.322 0.736 -1.969
H -1.972 1.741 -0.664
H -0.227 1.603 -0.882
H -1.140 0.261 1.046
H -3.327 -0.168 0.132
H -2.710 -1.023 -1.263
H -2.678 -1.796 0.328
H -0.060 -1.926 0.486
H 0.322 -1.325 -1.108
H 1.553 -0.540 1.567
H 3.673 -0.357 0.330
H 2.796 -0.238 -1.251
H 1.567 1.668 -0.603
H 2.206 1.699 1.088
```

- Net charge: 0
- SMILES string: CC(C)CC1CC1

***

Arrangement c

Formula: C7H14
Source: OMol25
Level of theory: wB97M-V/def2-TZVPD

XYZ file:
```
21
C7H14 (wB97M-V/def2-TZVPD)
C -1.130 0.789 -1.004
C -1.379 -0.423 -0.187
C -2.828 -0.738 -0.170
C -0.475 -1.427 0.029
C 1.940 -0.189 0.685
C 2.992 0.144 -0.154
C 1.513 1.187 1.040
H -1.364 0.784 -2.079
H -1.562 1.674 -0.529
H -0.064 0.930 -1.107
H -0.204 0.373 1.607
H -3.335 0.094 0.335
H -3.174 -0.768 -1.208
H -3.037 -1.652 0.384
H -0.766 -2.325 0.562
H 0.380 -1.532 -0.621
H 2.173 -0.723 1.603
H 3.932 -0.409 -0.229
H 2.832 0.656 -1.107
H 1.518 1.948 0.255
H 2.040 1.608 1.893
```

- Net charge: 0

***

Arrangement d

Formula: C7H14
Source: OMol25
Level of theory: wB97M-V/def2-TZVPD

XYZ file:
```
21
C7H14 (wB97M-V/def2-TZVPD)
C 0.810 1.956 0.461
C 0.361 0.879 -0.502
C 0.844 -0.555 -0.416
C 1.819 -1.015 0.649
C -0.599 -0.218 -0.179
C -1.353 -0.454 1.113
C -1.621 -0.546 -1.510
H 0.150 2.830 0.409
H 1.823 2.293 0.207
H 0.821 1.613 1.500
H 0.180 1.236 -1.511
H 0.969 -1.060 -1.367
H 2.847 -0.790 0.333
H 1.758 -2.098 0.811
H 1.658 -0.526 1.615
H -1.081 -1.300 1.764
H -2.026 -0.766 0.302
H -1.760 0.394 1.683
H -1.003 -0.788 -2.378
H -2.367 -1.386 -1.457
H -2.243 0.332 -1.775
```

- Net charge: 0
- SMILES string: C[C@@H]1[C@H](C)C1(C)C

***

Most stable structure, least stable structure: arrangement b, arrangement c.

***

Arrangement a

Formula: C7H14
Source: OMol25
Level of theory: wB97M-V/def2-TZVPD

XYZ file:
```
21
C7H14 (wB97M-V/def2-TZVPD)
C 0.309 -1.695 -0.627
C 0.328 -0.411 0.222
C 1.651 0.310 0.024
C 0.107 -0.739 1.697
C -0.848 0.430 -0.144
C -1.209 1.086 -1.468
C -1.027 1.925 -0.244
H -0.657 -2.215 -0.566
H 0.504 -1.473 -1.683
H 1.082 -2.389 -0.278
H 2.461 -0.368 0.306
H 1.800 0.613 -1.019
H 1.714 1.201 0.658
H -0.856 -1.244 1.854
H 0.899 -1.387 2.072
H 0.094 0.185 2.286
H -1.774 -0.151 0.250
H -0.598 1.135 -2.393
H -1.978 0.307 -1.088
H -1.897 2.400 0.211
H -0.104 2.483 -0.071
```

- Net charge: 0
- SMILES string: CC(C)(C)C1CC1

***

Arrangement b

Formula: C7H14
Source: OMol25
Level of theory: wB97M-V/def2-TZVPD

XYZ file:
```
21
C7H14 (wB97M-V/def2-TZVPD)
C -1.606 -1.096 -0.247
C -0.514 -0.232 -0.874
C -0.325 1.181 -0.400
C -1.255 1.785 0.625
C 0.748 -0.141 -0.117
C 0.949 -0.840 1.190
C 1.972 -0.105 -1.041
H -1.331 -2.151 -0.378
H -2.575 -0.945 -0.728
H -1.743 -0.937 0.827
H -0.403 -0.454 -1.935
H 0.732 1.477 -0.233
H -2.194 2.140 0.168
H -0.777 2.674 1.044
H -1.534 1.110 1.441
H 1.909 -0.576 1.650
H 0.950 -1.922 1.006
H 0.156 -0.610 1.905
H 1.799 0.546 -1.909
H 2.906 0.217 -0.562
H 2.133 -1.121 -1.432
```

- Net charge: 0
- SMILES string: C[C@@H]1[C@H](C)C1(C)C

***

Arrangement c

Formula: C7H14
Source: OMol25
Level of theory: wB97M-V/def2-TZVPD

XYZ file:
```
21
C7H14 (wB97M-V/def2-TZVPD)
C -0.301 -2.357 -0.182
C -0.456 -1.057 -0.734
C -1.383 0.206 -0.331
C -0.241 1.191 -0.613
C -0.117 2.473 0.190
C 0.577 -0.054 -0.261
C 1.032 -0.130 1.173
H 1.445 -2.051 -0.643
H -0.260 -2.480 0.901
H -0.629 -3.229 -0.743
H -0.484 -1.092 -1.829
H -2.251 0.239 -0.990
H -1.699 0.194 0.713
H -0.193 1.406 -1.687
H -0.236 2.296 1.264
H 0.860 2.944 0.031
H -0.883 3.196 -0.111
H 1.762 -1.264 -0.789
H 1.499 -1.096 1.378
H 0.206 -0.003 1.890
H 1.753 0.669 1.373
```

- Net charge: 0

***

Arrangement d

Formula: C7H14
Source: OMol25
Level of theory: wB97M-V/def2-TZVPD

XYZ file:
```
21
C7H14 (wB97M-V/def2-TZVPD)
C 1.306 -0.450 0.954
C 0.516 -0.651 -0.349
C -0.609 -1.633 -0.417
C -1.107 -2.122 0.883
C -0.160 0.646 -0.914
C -1.223 1.228 0.024
C 0.867 1.715 -1.286
H 2.175 0.198 0.792
H 1.685 -1.410 1.325
H 0.708 -0.005 1.757
H 1.226 -0.943 -1.138
H -0.666 0.329 -1.833
H -0.540 -3.073 0.935
H -2.160 -2.419 0.846
H -0.887 -1.562 1.805
H -1.694 2.102 -0.440
H -0.787 1.558 0.974
H -2.018 0.507 0.248
H 1.655 1.306 -1.930
H 0.373 2.526 -1.833
H 1.340 2.154 -0.400
```

- Net charge: 0

***

Most stable structure, least stable structure: arrangement b, arrangement c.

***

Arrangement a

Formula: C3H7NS
Source: OMol25
Level of theory: wB97M-V/def2-TZVPD

XYZ file:
```
12
C3H7NS (wB97M-V/def2-TZVPD)
C 0.687 -0.042 0.196
C 1.954 -0.781 -0.154
C -2.071 0.438 -0.247
N 0.695 0.916 0.994
S -0.773 -0.903 -0.407
H 2.850 -0.723 0.499
H 2.216 -0.509 -1.155
H 1.558 -1.716 -0.372
H -3.008 -0.055 -0.183
H -1.925 1.194 -0.988
H -1.961 0.836 0.812
H -0.222 1.344 1.005
```

- Net charge: 0
- SMILES string: [H]/N=C(/C)SC

***

Arrangement b

Formula: C3H7NS
Source: OMol25
Level of theory: wB97M-V/def2-TZVPD

XYZ file:
```
12
C3H7NS (wB97M-V/def2-TZVPD)
C 1.648 1.053 -1.001
C -1.287 -0.614 0.445
C -2.054 -1.560 -0.151
H 0.660 0.859 -1.721
H 2.176 -0.103 -0.856
H 2.476 1.924 -1.137
H -1.912 0.173 1.429
H -1.727 -1.561 -1.158
H -2.199 -2.580 0.413
H -3.107 -1.227 -0.094
N -0.223 -0.232 -0.151
S 0.960 0.679 0.527
```

- Net charge: 0

***

Most stable structure, least stable structure: arrangement a, arrangement b.

***

Arrangement a

Formula: C3H7NS
Source: OMol25
Level of theory: wB97M-V/def2-TZVPD

XYZ file:
```
12
C3H7NS (wB97M-V/def2-TZVPD)
C -0.932 -1.156 1.884
C 0.692 0.690 -1.116
C 1.732 0.355 -2.085
H 0.129 -1.241 2.301
H -1.434 -1.996 1.478
H -1.722 -0.828 2.628
H 0.331 1.723 -1.219
H 1.489 -0.930 -2.250
H 1.720 0.912 -3.194
H 2.913 0.632 -1.217
N 0.467 -0.171 -0.298
S -0.978 0.224 0.716
```

- Net charge: 0

***

Arrangement b

Formula: C3H7NS
Source: OMol25
Level of theory: wB97M-V/def2-TZVPD

XYZ file:
```
12
C3H7NS (wB97M-V/def2-TZVPD)
C 0.098 -0.607 -1.186
C -0.084 -0.262 0.356
C -0.818 0.816 0.985
H 2.219 0.595 -1.265
H 0.484 -1.609 -1.332
H -0.813 -0.556 -1.739
H 0.933 -0.239 0.825
H -0.090 1.404 1.514
H -1.521 1.353 0.479
H -0.390 -0.881 2.091
N -1.109 -0.624 1.323
S 1.091 0.608 -2.051
```

- Net charge: 0
- SMILES string: SC[C@H]1CN1

***

Arrangement c

Formula: C3H7NS
Source: OMol25
Level of theory: wB97M-V/def2-TZVPD

XYZ file:
```
12
C3H7NS (wB97M-V/def2-TZVPD)
C -1.595 -0.628 -0.042
C -0.576 0.505 0.093
C 1.963 0.089 -0.157
H -1.898 -1.244 0.766
H -1.225 -1.314 -0.858
H -2.503 -0.283 -0.719
H -0.982 1.579 0.579
H -0.250 1.027 -0.806
H 0.986 -0.383 1.553
H 1.719 0.775 -1.029
N 0.817 0.114 0.589
S 3.543 -0.237 0.030
```

- Net charge: 0
- SMILES string: CCNC=S

***

Arrangement d

Formula: C3H7NS
Source: OMol25
Level of theory: wB97M-V/def2-TZVPD

XYZ file:
```
12
C3H7NS (wB97M-V/def2-TZVPD)
C 0.558 -0.229 -0.466
C 1.731 -0.668 -0.895
C -0.646 0.610 1.433
N 0.428 0.210 0.872
H -0.381 -0.159 -1.013
H 2.605 -0.701 -0.251
H 1.839 -1.008 -1.911
H -0.586 0.909 2.473
H -1.578 0.627 0.868
H 1.290 0.195 1.412
S -2.733 0.413 -0.677
H -2.526 -0.198 -1.845
```

- Net charge: 0

***

Most stable structure, least stable structure: arrangement c, arrangement a.

***

Arrangement a

Formula: C2H8S3
Source: OMol25
Level of theory: wB97M-V/def2-TZVPD

XYZ file:
```
13
C2H8S3 (wB97M-V/def2-TZVPD)
C -1.201 1.089 -1.240
S -0.056 -0.309 -1.320
S -0.594 -1.161 0.513
C 0.289 -2.730 0.265
H -2.174 0.805 -1.635
H -1.280 1.432 -0.215
H -0.793 1.900 -1.830
H 1.351 -2.540 0.173
H 0.113 -3.296 1.173
H -0.129 -3.260 -0.582
S 1.129 2.384 1.390
H 1.574 2.404 0.128
H 1.196 1.049 1.462
```

- Net charge: 0
- SMILES string: CSSC.S

***

Arrangement b

Formula: C2H8S3
Source: OMol25
Level of theory: wB97M-V/def2-TZVPD

XYZ file:
```
13
C2H8S3 (wB97M-V/def2-TZVPD)
S 0.931 -1.590 -1.521
S 0.946 -1.732 -3.595
H 1.590 -2.732 -1.270
H -0.306 -2.200 -3.689
C -1.184 0.393 0.841
C 0.128 0.782 1.469
S 1.184 1.905 0.469
H -1.789 -0.166 1.571
H -1.813 1.266 0.741
H -1.100 -0.196 -0.065
H 0.775 -0.066 1.664
H -0.032 1.303 2.412
H 0.668 3.033 0.973
```

- Net charge: 0
- SMILES string: CCS.SS

***

Most stable structure, least stable structure: arrangement a, arrangement b.

***

Arrangement a

Formula: C4H16NO3
Source: OMol25
Level of theory: wB97M-V/def2-TZVPD

XYZ file:
```
24
C4H16NO3 (wB97M-V/def2-TZVPD)
C 1.558 1.976 -1.917
C 0.773 0.743 -1.422
C 0.407 0.847 0.065
C 2.189 -0.769 0.640
N 1.152 -0.144 0.995
H 1.497 2.105 -2.995
H 2.584 1.877 -1.596
H 1.210 2.823 -1.321
H 1.366 -0.176 -1.554
H -0.006 0.544 -2.144
H -0.605 0.479 0.142
H 0.660 1.823 0.479
H 2.563 -0.552 -0.351
H 2.733 -1.508 1.211
H 0.636 -0.320 1.851
H -2.359 2.576 1.105
H -2.643 1.239 1.337
O -1.847 1.745 1.067
H -2.510 -0.209 0.430
H -3.241 -0.451 1.828
O -2.964 -0.824 1.000
H -0.994 -3.587 -0.409
H -0.061 -3.652 -1.482
O -0.085 -3.304 -0.577
```

- Net charge: +1

***

Arrangement b

Formula: C4H16NO3
Source: OMol25
Level of theory: wB97M-V/def2-TZVPD

XYZ file:
```
24
C4H16NO3 (wB97M-V/def2-TZVPD)
C 1.546 -1.050 0.408
C 0.065 -0.765 0.604
C -0.901 -1.377 -0.404
C -2.234 -0.621 -0.657
O -2.659 0.105 0.497
N -0.018 0.749 0.583
H 2.047 -1.073 1.372
H 2.043 -0.356 -0.268
H 1.783 -2.018 0.019
H -0.266 -1.092 1.586
H -0.402 -1.614 -1.348
H -1.174 -2.389 -0.088
H -2.093 0.109 -1.439
H -2.998 -1.355 -0.904
H -2.806 -0.488 1.240
H -0.842 1.223 0.904
H 0.798 1.153 1.067
H 0.233 1.174 -0.335
H 2.791 2.765 0.944
H 2.315 2.276 2.430
O 2.099 2.418 1.507
H 0.888 0.288 -2.759
H -0.548 1.016 -2.663
O 0.333 0.922 -2.298
```

- Net charge: +1

***

Most stable structure, least stable structure: arrangement b, arrangement a.